(1)
The following is a quantum chemistry calculation of a molecular structure, C34H78NO12PS in a non-equilibrium geometry, from OMol25.

Each line ends with the Löwdin charge.
Element x y z (Å)
C 4.0860 -8.2204 -2.4456  -0.1124
H -7.3490 8.0655 -6.3129  0.0842
C -1.7912 0.8808 -0.2148  -0.1996
C -8.0257 6.5667 -4.3298  -0.2046
H -6.9748 4.7226 -4.6949  0.1220
O 8.1447 0.4436 5.3960  -0.1876
H -2.6589 3.6857 -1.7001  0.0962
H 0.6076 -3.1859 -2.1491  0.0889
H -6.0806 4.3339 -6.9380  0.0883
C -4.9480 4.6809 -1.0802  -0.2303
C -5.7653 5.5020 -0.0699  -0.2631
H -2.2368 1.5174 -2.2043  0.1034
H 3.3803 2.1043 5.3281  0.1297
H -7.1965 6.7543 -1.0704  0.0563
C 1.7234 -0.4408 -3.5608  -0.2036
H -1.7878 -1.5335 5.4786  0.1180
H 2.4568 -3.8503 -5.6793  0.0765
H -1.4123 -0.4979 1.8557  0.0772
C -4.4472 3.3538 -0.4664  -0.1935
H -3.2770 -1.6049 2.6120  0.1040
O 6.3645 -1.8978 5.1836  -0.1808
H 4.9418 -8.6665 -2.9581  0.0841
H -3.0123 -3.0642 4.2960  0.1021
H -1.9222 1.3557 0.7565  0.0990
N 0.8616 1.5330 7.6836  -0.2975
H 2.6979 0.1413 -5.3674  0.1255
H 1.5884 3.4026 6.2973  0.0280
H 1.1235 -0.6287 -5.6214  0.1262
H 9.5189 -0.1089 6.7882  0.0885
C 6.1778 -0.6604 4.5097  -0.2038
H -6.0039 8.8715 -5.4839  0.0887
H -8.8973 7.1104 -4.7055  0.1269
H 6.6346 -0.9814 7.0344  0.0864
O 0.7692 -1.3808 -3.0865  -0.1990
C 1.5576 1.2555 4.8726  -0.5462
H -7.6707 9.1921 -4.9639  0.0889
H -8.1942 6.3499 -3.2698  0.1120
H 4.4064 -7.8292 -1.4739  0.0882
H 8.8972 -1.4541 5.8136  0.0839
H 0.9848 -3.0214 -5.1431  0.0862
H -6.4220 5.7239 -7.9879  0.0883
H 1.2818 0.5538 -3.4417  0.1247
H -4.1293 5.2935 -1.4498  0.1010
O 2.3658 1.1208 1.6355  -0.2166
H 5.3436 -6.2612 -3.1019  0.1271
H -0.6348 -3.7292 5.2977  0.1070
H -0.8387 -1.9523 0.9632  0.0985
H 3.4094 0.5060 5.8908  0.1362
H 5.0285 -1.7158 6.7559  0.0818
H 5.3905 -5.6593 -5.5136  0.1270
H 6.4485 -2.7451 7.0288  0.0900
O 5.4594 -7.6827 -5.3583  -0.1894
H 7.3039 0.9081 3.6055  0.1288
O -7.7525 5.4646 -6.4731  -0.1892
H -0.0898 -3.3275 3.6685  0.1118
C -2.3095 -3.5281 2.3225  -0.2035
C 9.2079 -0.4068 5.7882  -0.1106
H 2.2111 -2.8664 -2.8351  0.0779
C -2.9765 3.0696 -0.8644  -0.1894
C -2.1008 -0.6283 -0.1636  -0.1884
H 3.7375 -8.8518 -5.2678  0.0837
C -1.6795 -1.2967 1.1687  -0.1852
H 3.9688 -5.2558 -3.5874  0.1165
C -2.8030 -2.1600 1.8050  -0.1883
O 2.7302 -1.8859 -5.2262  -0.1902
H 3.3347 -8.9913 -2.2816  0.0882
H -1.3360 -1.1579 3.8582  0.0745
H 3.8310 -6.4579 -5.7643  0.1217
H -0.4916 2.5681 5.8616  0.0269
C 0.7373 0.1163 4.2825  -0.1512
O 3.6289 0.8961 3.7628  -0.1805
H -5.5981 4.4628 -1.9306  0.1057
H 1.6437 -2.7163 -6.7774  0.0896
H 1.0794 -1.7902 5.3021  0.1139
C 4.6493 -8.7315 -5.8580  -0.1119
C 1.8996 -2.9155 -5.7312  -0.1062
O 3.4216 3.0764 2.4454  -0.2139
H 1.2789 0.6104 7.6170  -0.0478
C -6.4244 5.3736 -6.9569  -0.1111
H 5.2274 -9.6525 -5.8015  0.0884
C 0.3286 -1.0062 5.2541  -0.1586
C 7.4964 0.0144 4.2075  -0.1935
C -7.8501 5.2604 -5.0716  -0.2042
H -1.3822 -3.8195 1.8354  0.1007
H -5.7398 5.9938 -6.3730  0.0838
H -6.6346 4.9176 0.2235  0.1034
S 2.7740 1.8588 2.7728  0.6051
H -5.5236 7.0445 -1.5467  0.0616
C -0.9834 -1.6540 4.7560  -0.1966
C 6.1052 -1.8184 6.5722  -0.1087
H -4.4661 3.4695 0.6159  0.0998
C 2.0389 -0.6621 -5.0233  -0.2042
H 5.5368 0.0035 5.0925  0.0979
H 10.0581 -0.2945 5.1073  0.0888
H 1.2754 -0.3473 3.4570  0.1232
H 1.6869 -2.0255 -1.3479  0.0879
C -6.1784 6.8486 -0.7046  -0.0980
C 4.4289 -6.2431 -3.7013  -0.2019
H -3.6951 1.0748 -1.2593  0.0875
H -0.7866 1.0393 -0.5980  0.1093
H -6.0771 7.6490 0.0220  0.0650
H -5.1302 5.6433 0.8034  0.0993
P 0.8166 2.2214 6.2655  0.8009
H -8.7325 4.6357 -4.8996  0.1259
C -6.9880 8.4259 -5.3466  -0.1097
H -0.1344 0.5742 3.8263  0.1178
H -2.3585 3.2896 0.0022  0.0958
H -3.5579 -2.3191 1.0378  0.0959
C -0.8611 -3.1344 4.4141  -0.1996
H -3.1701 -0.7505 -0.3100  0.0940
H 2.6373 -0.4786 -2.9613  0.1276
O 3.4906 -7.1950 -3.2200  -0.1911
H -5.1053 2.5408 -0.7563  0.0997
H -1.5228 -1.0652 -0.9738  0.1033
O -6.8564 7.3693 -4.4118  -0.1961
H -3.0522 -4.2600 2.0023  0.1002
C 4.7452 -6.4712 -5.1632  -0.2079
C 3.0365 1.0951 5.0622  -0.1784
C 1.3601 -2.4167 -2.3177  -0.1078
O 1.5645 2.2576 3.7692  -0.2240
H 0.1663 -0.5915 6.2446  0.0811
H 4.3853 -8.5455 -6.9045  0.0882
H 8.1427 -0.6513 3.6285  0.1284
H 5.6700 -0.8824 3.5672  0.1270
C -2.7316 1.5736 -1.2379  -0.1915
H -2.3180 -4.6941 4.1354  0.1020
C -2.2120 -3.6492 3.8499  -0.2022

Force components x, y, z for each atom (eV/Å):
-0.0588 0.0203 0.0027
-0.0295 0.0076 0.0058
-1.0285 -0.3407 -1.0131
0.3085 -0.0750 0.2961
0.0306 0.0429 0.0189
0.0356 -0.1827 0.0212
-0.0655 0.2782 0.0179
-0.0629 0.0610 -0.0258
0.0672 0.0194 0.0187
-0.7600 -0.4391 0.6395
0.4930 0.1549 -0.8696
-0.3271 -0.1602 -0.2819
0.0066 -0.0110 0.3490
-0.1202 0.3871 -0.0592
-0.3845 0.1310 -0.0433
0.0028 0.0087 0.2277
0.0593 0.0375 -0.0116
0.4334 -0.0694 0.1323
0.8194 1.0432 -0.5021
-0.1750 0.0190 0.0690
0.0131 0.1047 0.1721
0.0220 0.0163 0.0148
-0.2709 -0.1710 0.1700
0.1142 -0.0702 0.1769
0.1132 -0.0773 -0.8383
-0.0363 0.0263 0.0017
-0.3724 0.1385 -0.6515
-0.0362 -0.0223 0.0347
-0.0126 0.0600 -0.0167
0.1560 -0.4269 -0.2723
0.0102 -0.0083 0.0593
-0.0017 -0.0276 -0.0600
-0.0279 0.0193 0.0047
0.1748 -0.1779 0.0446
-0.9240 0.5912 -1.3899
-0.0276 0.0128 -0.0667
-0.0430 -0.0206 -0.0129
0.0601 -0.0429 0.0007
0.0142 -0.0096 -0.0306
-0.0216 0.0198 -0.0250
-0.0593 -0.0248 -0.0056
0.0503 0.0220 -0.0042
0.1844 0.0005 0.0328
-0.5334 -1.1302 0.3916
0.0381 -0.0341 -0.0431
0.2758 0.1221 0.1876
0.3684 0.1548 0.2608
-0.0093 -1.0108 -0.5723
0.0079 0.0326 0.0652
-0.0472 0.0375 0.0008
-0.0295 -0.0312 -0.0436
-0.1781 -0.0816 0.0164
-0.0126 -0.0356 -0.0418
0.1728 0.0501 0.0436
0.2279 0.1228 0.0455
-1.1410 -0.0081 0.2607
-0.0139 0.0695 0.0159
0.0173 0.0172 0.0113
-0.4179 -1.2189 -0.1738
0.8302 0.6524 0.7329
-0.0212 0.0148 -0.0223
-0.8606 -0.0792 -0.4181
0.0632 0.0301 -0.0226
0.8771 -0.0055 -0.3790
-0.1401 -0.0922 0.0243
-0.0434 0.0462 0.0012
0.0253 0.2329 -0.1371
-0.0498 -0.0245 0.0578
0.3076 0.2255 -0.4042
0.2178 -0.8365 0.8629
-1.2864 0.0808 -0.1004
0.1029 0.0536 -0.2144
-0.0856 -0.0498 0.0087
0.3182 0.1170 0.1504
0.0699 0.0098 0.0027
0.0677 0.0146 -0.0159
0.6859 0.2742 0.9721
-0.1111 -0.0058 0.3871
-0.0487 -0.0076 -0.0319
0.0506 0.0341 -0.0140
-0.8245 0.3207 -0.4804
-0.0858 0.3769 0.1294
-0.3434 -0.0069 -0.1856
0.2033 0.0154 0.0220
0.0097 -0.0228 0.0183
-0.0987 0.0135 0.2321
0.0575 1.2703 -1.5449
0.0064 0.2720 -0.1595
0.4054 -0.3598 -0.0026
0.0257 -0.0331 -0.0654
-0.2571 -0.2301 0.1465
0.3621 0.0201 0.0393
0.0859 0.0372 0.0654
0.0177 -0.0733 0.0035
0.1993 0.1981 -0.1363
0.0722 -0.0587 0.0021
0.1647 -0.8446 0.5319
-0.4227 0.0808 -0.0569
-0.0438 -0.2357 -0.2301
0.3427 0.0851 0.5202
-0.2877 0.2342 -0.0836
-0.0897 0.1159 0.1946
0.2399 -0.8516 1.7978
0.0205 -0.0118 0.0529
0.0944 0.0191 0.0571
-0.2314 0.1146 0.1314
0.2714 0.3154 -0.1105
-0.1263 -0.0819 0.0091
-1.0875 -0.1838 0.0050
-0.0809 -0.2142 -0.1964
0.0267 -0.0275 -0.0263
0.1386 -0.1058 0.0195
-0.0559 -0.1477 0.0631
-0.4132 -0.3637 -0.2989
-0.1404 0.0434 -0.1860
0.0012 -0.1533 -0.0501
0.4324 0.0631 0.0296
0.8552 1.8186 0.9403
-0.0901 0.0707 0.0467
1.0407 -0.7998 -0.2129
0.0660 -0.1041 0.1914
-0.0690 -0.0299 0.0080
-0.0178 -0.0532 0.0187
-0.0302 0.0656 0.0079
0.7096 0.8379 0.9012
-0.1895 -0.0582 0.0257
1.1185 0.0576 -0.3801

Computed properties:
E_HOMO = -9.272 eV
charge = 0
maximum force = 0.04315 Eh/bohr

***

(2)
The following is a quantum chemistry calculation of a molecular structure, C34H79Cl4F2MgN7O7P2S2 in a non-equilibrium geometry, from OMol25.

Each line ends with the Löwdin charge.
Element x y z (Å)
C -2.4682 0.8705 -3.4872  -0.2038
H 2.9886 -4.7174 11.3190  0.0911
H -1.5523 -0.5438 -0.9786  0.1101
H 3.3946 -2.4709 9.6893  0.0368
H 2.0869 -6.1660 6.4219  0.0832
H 1.7182 -4.8614 1.7999  0.1035
Mg -1.0524 4.2815 -9.6100  0.4304
H 1.5753 0.4937 -5.2450  0.0884
H 0.3652 -0.9583 1.5817  0.1069
O -3.0769 1.6256 -6.1174  -0.0268
H 1.9204 -3.1021 6.3780  0.0866
C 1.8906 2.7551 -5.3098  -0.1801
P 4.1085 -5.3317 8.4362  0.8022
N 4.7091 -4.1433 9.5878  -0.3267
H -3.1340 0.8036 1.0013  0.0782
H 2.4881 -7.4472 8.7168  0.0754
H -2.6152 1.9719 -3.8537  0.0541
H 3.0533 3.6059 -2.7633  0.0937
C 4.8853 3.9926 -1.3469  -0.2476
H -5.5356 0.2951 -2.4427  0.1249
F -6.7524 -0.4788 -9.6739  -0.7773
C -3.9309 4.1880 -0.9846  -0.1668
N 2.5740 -5.4164 9.3343  -0.2994
H -0.9033 -0.7934 -3.9638  0.0722
O 2.7996 -3.4831 -1.9364  -0.4224
O -1.3243 -2.8300 -5.9543  -0.0844
H 5.5767 4.8977 -1.6656  0.1069
H -0.5466 4.7156 -1.3177  0.1109
C 0.4016 0.7394 -0.0762  -0.3495
Cl -4.2960 -1.5455 -10.2918  0.5399
C -0.3868 3.3084 0.6031  -0.1363
H -4.7883 3.1459 -4.5922  0.0707
C 2.8698 -5.4723 6.0999  -0.1330
H 1.5769 4.8438 -0.8426  0.1098
N 2.3128 4.1228 -0.6776  0.0163
H -6.6242 -0.4167 -3.5009  0.1682
H -4.3503 2.9626 -8.5939  0.0925
H 1.9367 -3.6566 10.3229  0.0651
H -1.7409 -0.2089 2.1133  -0.0412
H -0.9013 0.6856 -5.1324  0.0994
H 6.1852 3.9221 0.5821  0.0828
H 2.3569 -2.7859 8.0156  0.0501
C 2.2136 -4.6871 10.5479  -0.1283
H -2.3057 4.2948 -7.4674  0.0285
H 4.6877 -2.3307 8.4935  0.0896
Cl -2.2524 -2.1869 1.8768  -0.0730
H 1.2853 -0.6755 4.2576  0.0812
H -3.8486 5.3374 -1.2000  0.1386
H -6.1753 -1.2157 -2.0968  0.1643
H 1.5507 2.0190 2.4269  0.1123
H 3.0921 -7.2054 10.3685  0.0818
H 1.3207 -6.4787 2.1335  0.0825
H 1.8218 1.0947 4.7961  0.0899
H 1.4638 -1.1858 -3.1687  0.1287
H -2.2472 -2.5514 -6.0524  -0.0480
H -4.2306 3.9599 0.1237  0.1224
C -1.8529 3.3194 -7.2724  -0.1665
H -7.1524 3.2336 -1.7410  0.1124
C 6.1757 -4.2216 9.8249  -0.1562
H -6.1811 4.3625 -5.0886  0.1024
H -3.2061 1.7210 -9.2023  0.0798
H -5.0743 -1.0381 -3.3488  0.1443
H 1.8570 2.4631 -6.4666  0.0802
H 5.3147 3.0520 -1.9427  0.0716
C 1.8577 1.3443 -4.4564  -0.4136
C -1.1304 0.1122 -0.0820  -0.0870
N 3.2286 -4.5516 7.1821  -0.2906
H -4.5390 1.2596 -8.1205  0.0443
H 3.2736 5.3843 -2.1763  0.1334
H 3.1678 -1.6961 -0.2845  0.0872
F 4.6476 1.9672 -3.0958  -0.6680
C -5.5152 4.4998 -2.8647  -0.3194
S 2.7304 1.2077 -1.1829  0.9909
C -0.9838 0.3805 -3.9811  -0.3886
H -0.0207 -1.6376 -2.0973  0.1208
H -1.3855 -3.6950 -5.5219  0.0399
H -4.1133 -3.2213 -8.6447  0.0120
C 5.0721 3.6535 0.2477  -0.1642
H -2.6043 2.3354 -0.9095  0.0761
C 1.0233 -0.0075 1.2850  -0.1374
H 2.5177 -4.9388 5.2100  0.0532
H 6.5171 -5.2549 9.9003  0.0679
Cl -6.3384 -2.4736 -8.4341  0.5453
N -4.9918 3.4918 -1.8621  -0.1790
C -1.2083 4.2155 -0.4877  -0.1650
C 1.0480 -5.4557 2.4440  -0.2293
C 1.0743 -1.2070 -2.0404  -0.2632
C 2.1303 -3.5991 7.3330  -0.1175
H 0.3157 4.0656 1.2013  0.1424
O -6.2011 5.5794 -2.4614  -0.0283
N 0.5465 2.2739 -0.0010  -0.0720
N -5.8524 -0.5938 -2.8473  0.3377
H 6.4486 -3.7236 10.7582  0.0753
H -2.2607 3.5623 -2.4050  0.1066
H 3.7390 -6.0620 5.7892  0.0812
H -6.3908 3.7654 -0.1001  0.1141
H -4.3264 4.9711 -4.8266  0.1061
H 1.1998 -4.0735 7.6616  0.0857
H 0.9978 3.4789 -5.0886  0.0514
C 1.0416 0.9622 2.6071  -0.2482
H 0.0895 -5.3297 1.9125  0.1237
H -1.1124 2.8589 1.4376  0.1410
H -3.2562 0.2126 -4.0966  0.0565
C 4.4223 -2.7131 9.4806  -0.1478
O 1.0618 -5.1913 3.7418  -0.0361
H 1.3029 -5.1012 11.0020  0.0892
H -0.0757 1.1978 2.9523  0.1048
H -2.7003 0.6987 -2.3533  0.0374
Cl -3.9135 -1.2157 -7.4232  0.5563
C -2.9270 2.2714 -7.1534  -0.4705
H 4.3712 4.2561 0.9688  0.0590
H 2.9550 3.2754 -5.1627  0.0899
C 1.7568 2.7228 -0.5439  -0.2944
H 2.1110 -0.4102 1.1297  0.0850
C -2.0944 0.2723 1.0796  -0.1577
C 3.3175 4.2506 -1.8070  -0.2181
H 2.9268 1.0650 -4.0622  0.0585
O 5.4433 -5.2581 7.6550  -0.2937
C -4.6005 -2.2441 -8.6922  -1.4771
H 2.9384 0.0932 3.5686  0.0889
H -1.6883 5.1197 0.1263  0.1289
H -1.1615 3.0532 -8.0758  -0.1299
H -1.2937 3.3743 -6.3324  0.0778
C 1.8235 0.3040 3.9058  -0.1288
C -2.4525 3.4506 -1.2322  -0.1783
C 2.3649 -6.8492 9.6288  -0.1562
P 0.4797 1.2800 -3.1115  0.9549
O 1.2231 -3.1090 -0.0419  -0.4600
C -5.1980 4.2565 -4.4609  -0.0176
C 1.0582 0.3532 -1.5369  -0.7088
H -6.1380 1.9261 -0.7741  0.0773
H 1.3519 -7.0513 9.9984  0.0829
H 6.7325 -3.7261 9.0138  0.0798
S 2.1766 -2.3509 -1.0457  0.8075
C -3.8104 2.0440 -8.3508  -0.0407
C -6.1960 3.0785 -1.0436  -0.1259
H 4.9651 2.4740 0.3788  0.0635
H 4.9802 -2.1366 10.2258  0.0849

Force components x, y, z for each atom (eV/Å):
-0.2308 -0.6246 -0.8587
0.0039 0.1672 -0.1091
1.1350 2.2051 1.4796
-0.4580 0.0145 -0.1011
-0.3812 0.0192 -0.2159
-0.0539 1.1522 0.0029
0.4007 0.8962 -1.5574
0.5444 1.6581 1.6849
1.3416 2.0499 -0.9950
0.2636 0.8831 -1.0934
0.2504 -0.3640 -0.0626
0.8159 -0.3524 -0.7135
1.1604 9.2704 -0.4823
0.9858 0.3510 1.4009
1.6393 -2.0797 -0.1372
0.1123 0.0181 -0.0097
0.1225 -2.2489 1.1032
0.6375 0.9531 2.2693
0.8486 -0.4019 0.2997
0.0980 0.0086 -0.1264
-0.1833 0.9388 -0.1704
1.4039 -0.7876 0.6225
-0.2687 -3.5787 1.0638
-0.1940 2.1827 -0.1218
-1.2765 5.0628 2.3382
-0.3281 -0.2502 0.4322
-1.7368 -1.5203 0.8203
-1.0022 -1.2157 1.7400
-2.2075 -2.9666 0.1518
0.3277 -0.2745 0.4087
-0.1247 1.5026 0.8392
-0.8845 2.3973 0.3035
0.9891 -0.1010 0.0764
0.4543 -1.1685 0.6896
-2.2438 -3.9620 -0.8694
0.1631 -0.0281 0.0135
0.1682 0.0093 -0.1949
0.3886 -0.0124 -0.0801
-0.4132 2.4264 -1.6930
-0.1102 -0.6179 2.5515
-2.3942 -0.6531 -0.8309
0.1379 -0.1861 0.1717
0.2815 0.4408 0.4731
0.0806 -0.0761 -0.1291
0.0391 0.1722 -0.2013
-0.2684 -0.0187 -0.2435
1.1735 1.8410 -0.7084
-0.3511 -2.2216 0.5318
0.0751 0.1106 -0.1498
-0.9704 -2.2670 0.0562
-0.2076 -0.1515 0.0615
0.0748 -0.3106 0.6595
0.0309 -1.7784 -1.9883
-0.4441 -0.2742 2.6085
0.2212 0.0304 -0.2319
0.5480 0.8396 -1.9708
-0.1191 -0.3428 1.3399
1.9616 -0.5462 1.6452
-0.1554 -0.2161 -0.3929
2.0102 0.1334 1.2926
-0.0715 0.1613 -0.0961
-0.0182 0.1563 -0.0191
-0.0662 0.6898 2.5251
-1.4248 1.8859 0.8648
0.3639 -1.6057 -1.4629
-2.0577 1.2038 1.1844
-1.0905 0.0156 -1.9188
0.1260 0.2405 -0.2198
-0.2101 -2.3448 1.0595
-0.8478 0.0642 -1.0074
-0.2639 -0.5685 -0.4066
-2.5022 5.0370 0.6874
-1.3941 1.9960 -0.3047
-0.6037 -0.9126 -0.8248
2.4402 0.5428 0.6773
0.1434 0.2323 -0.1946
-0.1055 0.4044 0.0179
0.8310 -0.0242 -0.0854
0.6703 2.1230 -0.7632
0.4132 -0.2860 1.1817
-0.1381 0.0571 0.1299
-0.0479 0.1261 -0.1054
0.7047 -0.8153 0.5890
-0.8603 1.9625 0.0386
-1.1696 0.3192 0.4209
0.7457 -1.8625 -0.3041
0.4758 1.5590 -0.8830
-0.1637 0.0022 0.3480
-1.3822 -1.7081 -1.2561
4.0648 -6.5809 -2.4048
1.9669 1.5850 -0.8208
-0.1169 -0.0804 0.0715
-0.3489 0.0530 0.0703
-0.3880 -0.7273 2.6324
-0.0148 0.0581 0.1972
0.5004 -1.6077 -1.8236
-2.0763 -1.2699 0.8496
-0.0747 -0.0576 -0.0016
1.7506 -1.3508 -0.2434
-0.3167 0.6931 0.8561
-0.5412 0.9504 0.1508
1.6408 0.6117 -2.2063
1.6080 1.3804 1.0660
-0.2068 -0.1808 -0.0039
-0.3582 0.2757 -0.6327
0.1708 -0.3908 -0.4370
2.3449 -0.5419 -0.8607
0.7357 0.5702 -2.0153
0.1457 0.0555 0.3410
-0.6954 -0.9241 0.5174
1.1895 -1.3148 -1.3868
-2.5131 -1.0504 -0.0247
-0.4142 -0.1256 -0.3395
-1.9758 0.9411 0.1117
2.4007 -0.9067 -0.9556
1.9564 1.1539 -1.6231
-1.7414 0.9735 -0.3801
-0.7824 -4.6390 0.3374
-0.7722 -0.3513 -0.7824
-2.3041 0.2900 0.9243
1.1685 -1.9023 -1.1285
-0.1497 -0.3844 0.6380
0.0417 0.0267 -0.1472
-0.0409 0.3814 -0.6022
-0.7384 0.9480 -0.9860
-0.5151 -0.4905 -0.2785
-0.9256 1.9556 -0.6254
2.8991 3.6528 -2.4121
0.4450 -1.1195 0.7295
0.5553 -0.8793 0.8180
0.0147 2.3889 -0.1818
0.1966 0.1606 -0.0507
-0.0077 -0.2218 0.1465
-2.3971 -8.7502 0.1723
-0.2523 -0.2972 0.5355
-1.6918 0.0160 -0.3307
0.0069 2.5685 0.0071
0.1793 -0.3327 -0.0528

Computed properties:
E_HOMO = -6.609 eV
charge = 0
energy relative to the best compared isomer or geometry (same formula, charge and spin) = 17.1049 eV
maximum force = 0.18193 Eh/bohr